No. 1
C43H63LiN4Si2 as an isolated structure at a distorted geometry, computed with ωB97M-V/def2-TZVPD.

Results
Maximum force in eV Å⁻¹: 4.73
Net charge: -2
E_LUMO (spin up / spin down) in Ha: 0.1535 / 0.1535
HOMO level (spin up / spin down) in eV: 0.0401 / 0.0403
Orbital gap (spin up / spin down) in eV: 4.14 / 4.14

Last column: Löwdin charge in e.
Geometry (Å):
Li  -0.10586  0.32410  0.57298  0.565
C  4.83586  2.89748  3.69183  -0.111
C  5.00869  2.68932  2.17971  -0.209
C  3.71315  2.50418  1.39897  -0.140
C  3.16866  3.36128  0.39317  -0.131
C  3.71315  4.67363  -0.10528  -0.188
C  3.85875  5.73609  1.03602  -0.091
C  1.93103  2.76583  -0.00524  -0.255
N  1.74637  1.55436  0.66262  0.082
C  2.82024  1.44046  1.46499  -0.284
C  2.92914  0.31404  2.43991  0.063
C  1.97958  -0.68682  2.69833  -0.273
C  2.24751  -1.86021  3.56471  -0.105
C  3.61333  -2.32930  4.04140  -0.212
C  4.07288  -1.99606  5.46101  -0.117
C  1.04214  -2.57498  3.58729  -0.142
C  0.13811  -1.92518  2.65876  -0.234
C  -1.10178  -2.41715  2.31121  0.003
C  -2.02034  -1.73737  1.53137  -0.229
N  -1.83089  -0.54623  0.87628  0.057
C  -2.91869  -0.29859  0.09329  -0.234
C  -3.08430  0.73034  -0.83469  0.024
C  -2.15003  1.65216  -1.30618  -0.212
N  -0.90815  1.83116  -0.66682  0.081
C  -0.24159  2.75604  -1.35456  -0.272
C  1.01781  3.27575  -0.92568  0.069
C  -1.04195  3.25691  -2.42892  -0.167
C  -2.26492  2.62507  -2.37687  -0.154
C  -3.48460  2.93548  -3.14543  -0.191
C  -4.48871  3.80396  -2.34645  -0.082
C  -0.69956  4.36250  -3.33423  -0.206
C  -0.85132  5.70526  -2.61059  -0.111
C  -4.00762  -1.28892  0.41029  -0.136
C  -3.41136  -2.16270  1.29600  -0.151
C  -4.02125  -3.36848  1.94332  -0.187
C  -3.94797  -3.25801  3.49798  -0.099
C  -5.28796  -1.51411  -0.30669  -0.203
C  -6.44067  -0.60710  0.28637  -0.092
N  0.72101  -0.74978  2.18285  0.069
C  0.56935  -3.74296  4.38718  -0.218
C  -0.67767  -3.45385  5.24835  -0.101
H  5.71547  2.62753  4.32438  0.067
H  3.93259  2.33962  4.02298  0.065
H  4.54065  3.98929  3.84776  0.076
H  5.50032  1.75397  2.01064  0.093
H  5.53926  3.50466  1.70156  0.088
H  2.97083  5.08844  -0.81472  0.086
H  4.61716  4.54120  -0.72969  0.110
H  4.51651  5.42042  1.80859  0.026
H  2.89633  5.83871  1.54733  0.079
H  4.16814  6.68706  0.61147  0.056
H  3.85484  0.32345  3.07101  0.095
H  4.36310  -1.96903  3.31484  0.104
H  3.61198  -3.44709  3.93147  0.115
H  4.35115  -0.97125  5.70304  0.058
H  4.94022  -2.59983  5.71570  0.055
H  3.25060  -2.21353  6.15157  0.064
H  -1.39397  -3.45546  2.54585  0.113
H  -4.10058  0.89602  -1.23893  0.101
H  1.24402  4.23476  -1.45378  0.090
H  -3.93385  1.98495  -3.49441  0.116
H  -3.16308  3.55260  -4.01725  0.098
H  -4.96594  3.13092  -1.59246  0.076
H  -5.29701  4.13539  -2.91745  0.031
H  -4.02296  4.66386  -1.90797  0.056
H  -1.38526  4.36293  -4.19223  0.093
H  0.35871  4.41247  -3.70547  0.122
H  -1.86582  5.83742  -2.19051  0.067
H  -0.65539  6.56335  -3.25679  0.057
H  -0.18132  5.76690  -1.73582  0.064
H  -3.53636  -4.28180  1.65312  0.101
H  -5.07739  -3.44978  1.63314  0.092
H  -2.97892  -3.61883  3.76839  -0.003
H  -4.73815  -3.97424  3.94510  0.088
H  -4.04189  -2.27822  3.97336  0.082
H  -5.58922  -2.58280  -0.15367  0.102
H  -5.20468  -1.36935  -1.36437  0.089
H  -6.42627  -0.71458  1.41202  0.084
H  -7.39592  -0.85444  -0.12545  0.034
H  -6.18483  0.45585  -0.02011  0.073
H  1.29341  -4.03877  5.19123  0.105
H  0.45503  -4.68938  3.85339  0.104
H  -0.34102  -2.57023  5.80775  0.083
H  -0.80471  -4.24680  6.01629  0.071
H  -1.59603  -3.31920  4.66951  0.021
C  2.73183  -2.78959  -4.14715  -0.203
Si  2.07555  -1.23086  -3.20835  0.341
C  2.94213  -1.12481  -1.53748  -0.206
C  2.88988  0.16341  -4.19378  -0.216
C  0.29101  -1.48165  -3.03987  -0.366
Si  -1.01601  -2.65233  -3.45717  0.343
C  -2.72611  -1.80670  -3.97058  -0.201
C  -0.44606  -3.73681  -4.86189  -0.241
C  -1.38246  -3.87694  -1.99974  -0.205
H  3.73397  -2.60695  -4.56984  0.008
H  2.17740  -3.06993  -4.96499  -0.050
H  2.78965  -3.62213  -3.47724  0.006
H  4.02345  -1.31985  -1.64489  0.011
H  2.60131  -1.89262  -0.78373  0.038
H  2.70924  -0.10303  -1.17266  0.010
H  3.88440  -0.15274  -4.39272  -0.020
H  3.03802  1.10272  -3.59457  0.025
H  2.55973  0.44246  -5.17714  -0.001
H  -0.09293  -0.66942  -2.39280  -0.061
H  -2.50390  -1.28009  -4.93074  0.012
H  -3.21108  -1.11024  -3.25007  -0.005
H  -3.38815  -2.65867  -4.13931  -0.015
H  0.06139  -3.32779  -5.72122  0.002
H  -1.31436  -4.40177  -5.23488  0.036
H  0.26287  -4.47282  -4.44516  0.016
H  -1.50025  -4.87869  -2.51067  0.006
H  -2.12216  -3.53039  -1.30429  -0.022
H  -0.44765  -4.05654  -1.36609  0.035

No. 2
C43H64BCl3F4N5O3SiTi as an isolated structure at a distorted geometry, computed with ωB97M-V/def2-TZVPD.

Results
Expectation value of S²: 0.757
Multiplicity: 2
Maximum force in eV Å⁻¹: 1.38
Net charge: 0
E_LUMO (spin up / spin down) in Ha: -0.0467 / -0.0471
HOMO level (spin up / spin down) in eV: -6.9649 / -8.2860
Energy relative to the best compared isomer or geometry (same formula, charge and spin) in eV: 1.665
Orbital gap (spin up / spin down) in eV: 5.69 / 7.00

Last column: Löwdin charge in e.
Geometry (Å):
Ti  -0.68157  0.09275  0.33754  1.147
C  -2.41967  1.40030  5.04825  -0.083
C  -1.06684  1.58880  4.38026  -0.239
N  -1.13129  2.32781  3.12166  -0.168
C  -1.81549  3.61283  3.29772  -0.256
C  -1.80350  4.50213  2.06353  -0.084
C  0.17964  2.53042  2.52698  -0.199
C  1.09611  1.30372  2.41845  -0.175
N  0.47570  0.04493  1.93582  -0.075
C  0.49930  -1.10618  2.73815  -0.153
C  -0.14620  -2.23727  2.24768  -0.160
F  -0.66478  -2.13099  0.98545  0.006
C  -0.29910  -3.42343  2.91457  -0.248
F  -1.00192  -4.40465  2.33929  0.098
C  0.25774  -3.58713  4.16418  0.063
C  0.96403  -2.51705  4.66188  -0.202
F  1.55130  -2.61390  5.86154  0.105
C  1.10243  -1.31392  3.98549  -0.139
F  1.84575  -0.37490  4.60080  0.082
H  -2.31661  0.69316  5.87289  0.072
H  -3.15795  0.99534  4.34980  0.032
H  -2.81257  2.32929  5.46096  0.071
H  -0.66677  0.59916  4.16285  0.086
H  -0.36089  2.07692  5.07783  0.129
H  -1.36285  4.16288  4.14263  0.126
H  -2.85000  3.40681  3.56909  0.101
H  -0.82614  4.94418  1.86861  0.075
H  -2.10264  3.94982  1.17140  0.051
H  -2.51453  5.31689  2.20654  0.082
H  0.78231  3.27672  3.08133  0.138
H  0.02563  2.95000  1.53964  0.061
H  1.57798  1.14291  3.36888  0.100
H  1.87103  1.60100  1.71047  0.098
H  0.14239  -4.50276  4.72558  0.146
O  -0.19147  2.93902  -0.48339  -0.055
H  -1.04871  2.51422  -0.67281  -0.003
H  0.21150  3.10084  -1.34712  0.025
O  -1.81735  -1.51714  -1.12046  -0.071
H  -2.58091  -0.97217  -1.36067  0.029
H  -2.16658  -2.37760  -0.84997  0.066
Cl  -3.04401  -2.33708  4.72116  0.653
C  -3.72289  -1.92263  3.18776  -1.368
Cl  -5.59897  -0.50065  3.76713  -0.038
Cl  -4.48283  -3.21267  2.31092  0.607
C  -2.95338  -1.07434  2.39936  -0.359
N  -2.35207  -0.32405  1.74715  0.153
C  0.79003  -4.57092  -2.67139  -0.037
C  0.20765  -3.87807  -1.43085  -0.356
C  -1.08972  -4.57856  -1.02090  -0.069
C  1.23404  -3.82787  -0.31057  -0.130
C  1.38408  -4.92356  0.53048  -0.038
C  2.35157  -4.92749  1.52050  -0.065
C  3.19925  -3.84317  1.64852  -0.031
C  3.10045  -2.72416  0.81867  -0.116
C  4.21904  -1.69491  0.95535  -0.341
C  3.79177  -0.24391  1.14607  -0.046
C  5.24231  -1.81432  -0.18590  -0.056
C  2.07016  -2.71303  -0.12954  -0.110
N  1.88573  -1.59013  -1.01765  0.048
B  0.95934  -0.44846  -1.06036  -0.349
N  1.32521  0.19396  -2.30961  0.030
C  2.36916  -0.50665  -2.91479  -0.065
C  2.68285  -1.56761  -2.15849  -0.079
C  0.92285  1.42173  -2.92492  -0.136
C  -0.26704  1.45017  -3.66218  -0.115
C  -0.66201  2.66521  -4.21461  -0.024
C  0.12294  3.79964  -4.07146  -0.056
C  1.32339  3.73286  -3.37970  -0.037
C  1.74828  2.54211  -2.79186  -0.156
C  3.06888  2.49203  -2.03954  -0.359
C  3.15802  3.53706  -0.92373  -0.047
C  4.23816  2.64863  -3.01496  -0.051
C  -1.06846  0.17945  -3.88609  -0.354
C  -0.52068  -0.59571  -5.09156  -0.036
C  -2.56249  0.42519  -4.06833  -0.065
H  0.01050  -4.72435  -3.42222  0.081
H  1.19830  -5.54896  -2.40246  0.086
H  1.58482  -3.98437  -3.13194  0.068
H  -0.03667  -2.85302  -1.69944  0.102
H  -0.95717  -5.65721  -0.91667  0.085
H  -1.84649  -4.43101  -1.79613  0.087
H  -1.47852  -4.21111  -0.06492  0.064
H  0.73547  -5.78288  0.41577  0.114
H  2.44820  -5.77581  2.18729  0.111
H  3.97760  -3.86006  2.40312  0.115
H  4.74075  -1.98543  1.86919  0.122
H  3.03376  0.05359  0.42156  0.052
H  4.65464  0.41640  1.02539  0.090
H  3.39311  -0.08643  2.14744  0.069
H  4.92425  -1.24544  -1.06140  0.060
H  5.39766  -2.85314  -0.48437  0.086
H  6.20282  -1.40893  0.13958  0.081
H  2.80142  -0.17492  -3.84497  0.131
H  3.42193  -2.33074  -2.33865  0.130
H  -1.58934  2.72709  -4.77100  0.113
H  -0.19827  4.73652  -4.50886  0.108
H  1.93602  4.62162  -3.28231  0.117
H  3.15252  1.50631  -1.57681  0.114
H  3.13699  4.55384  -1.32494  0.080
H  4.09883  3.41879  -0.38206  0.082
H  2.33877  3.43862  -0.21024  0.066
H  4.20150  3.62042  -3.51420  0.081
H  4.22361  1.87515  -3.78536  0.074
H  5.18935  2.57895  -2.48301  0.082
H  -0.93439  -0.44415  -3.00677  0.097
H  -0.51546  0.04029  -5.98138  0.088
H  -1.15197  -1.46348  -5.30052  0.082
H  0.49414  -0.95432  -4.92030  0.067
H  -2.78381  0.88814  -5.03380  0.087
H  -2.96767  1.06911  -3.28669  0.030
H  -3.09647  -0.52828  -4.04239  0.086
C  -4.69675  0.05150  -0.94553  -0.149
Si  -3.62513  1.51343  -0.52920  0.369
C  -4.12316  2.17440  1.12585  -0.154
C  -3.84592  2.83580  -1.82540  -0.152
O  -1.99898  1.01826  -0.56765  -0.460
H  -5.73295  0.38418  -0.83089  0.055
H  -4.55694  -0.77058  -0.23474  0.031
H  -4.59035  -0.32518  -1.96996  0.031
H  -4.90456  1.54731  1.56514  0.019
H  -4.50414  3.19581  1.03675  0.044
H  -3.29422  2.17344  1.83742  0.000
H  -4.48463  3.62562  -1.42180  0.038
H  -4.33043  2.44722  -2.72470  0.031
H  -2.89969  3.29618  -2.12820  0.032